(1)
# C5H9BrF3N

2 unconnected molecules or ions with the total composition C5H9BrF3N at a distorted geometry (ωB97M-V/def2-TZVPD, OMol25).

Last columns: bonded neighbours and bond lengths (Å).
CARTESIAN COORDINATES (ANGSTROEM)
1 C -1.590 1.585 -0.046  N6 1.436, H11 1.035, H12 1.041, H13 1.129
2 C -1.764 -0.854 -0.466  N6 1.423, H14 1.206, H15 1.069, H16 0.998
3 C -0.079 0.079 0.984  N6 1.348, H17 1.114, H18 1.017
4 C 1.539 0.063 -0.287  C5 1.442, Br10 1.961, H19 1.071
5 C 2.354 -1.092 -0.002  C4 1.442, F7 1.337, F8 1.367, F9 1.347
6 N -1.204 0.236 0.258  C1 1.436, C2 1.423, C3 1.348
7 F 3.216 -1.214 -1.016  C5 1.337
8 F 1.632 -2.251 0.062  C5 1.367
9 F 3.085 -0.968 1.123  C5 1.347
10 Br 2.521 1.738 -0.014  C4 1.961
11 H -1.896 2.027 0.838  C1 1.035
12 H -0.888 2.141 -0.576  C1 1.041
13 H -2.640 1.608 -0.458  C1 1.129
14 H -1.725 -0.753 -1.667  C2 1.206
15 H -1.296 -1.800 -0.299  C2 1.069
16 H -2.737 -0.749 -0.269  C2 0.998
17 H 0.277 0.917 1.628  C3 1.114
18 H 0.083 -0.796 1.476  C3 1.017
19 H 1.112 0.084 -1.269  C4 1.071

The frontier orbital gap comes out at 8.8 eV.

=====

(2)
# H18O9

9 unconnected molecules or ions with the total composition H18O9 at a distorted geometry (ωB97M-V/def2-TZVPD, OMol25).

Last columns: bonded neighbours and bond lengths (Å).
CARTESIAN COORDINATES (ANGSTROEM)
1 O -0.924 -1.648 -2.543  H2 0.977, H3 0.951
2 H -0.782 -0.832 -2.024  O1 0.977
3 H -1.315 -2.234 -1.906  O1 0.951
4 O -0.167 0.235 -0.747  H5 1.022, H6 1.017
5 H 0.021 -0.200 0.159  O4 1.022
6 H -0.384 1.222 -0.632  O4 1.017
7 O 1.591 -2.414 -1.165  H8 0.987, H9 0.948
8 H 0.729 -2.221 -1.606  O7 0.987
9 H 1.397 -2.764 -0.306  O7 0.948
10 O -0.796 -2.958 1.478  H11 0.908, H12 0.902
11 H -0.564 -3.835 1.438  O10 0.908
12 H -1.181 -2.690 0.708  O10 0.902
13 O 0.769 3.029 1.750  H14 0.914, H15 0.951
14 H 0.665 3.222 0.863  O13 0.914
15 H 0.282 2.285 2.089  O13 0.951
16 O 0.797 0.835 -3.534  H17 1.034, H18 0.957
17 H 0.303 0.912 -2.628  O16 1.034
18 H 1.577 0.395 -3.197  O16 0.957
19 O 0.144 2.998 -0.930  H20 0.908, H21 0.989
20 H -0.525 3.597 -1.064  O19 0.908
21 H 0.690 3.581 -1.513  O19 0.989
22 O -1.526 0.855 3.183  H23 0.986, H24 0.979
23 H -1.247 1.026 4.113  O22 0.986
24 H -0.809 0.468 2.642  O22 0.979
25 O 0.313 -0.640 1.885  H26 1.089, H27 0.866
26 H -0.233 -1.560 1.684  O25 1.089
27 H 1.175 -0.665 1.805  O25 0.866

The SMILES is O.O.O.O.O.O.O.O.O. The frontier orbital gap comes out at 10.6 eV. The relative energy (zero: lowest compared OMol25 entry of this formula, charge and spin) is 88.3 kcal/mol.

=====

(3)
# C5H15NO

2 unconnected molecules or ions with the total composition C5H15NO at a distorted geometry (ωB97M-V/def2-TZVPD, OMol25).

Last columns: bonded neighbours and bond lengths (Å).
CARTESIAN COORDINATES (ANGSTROEM)
1 C 1.461 0.896 -0.350  C2 1.560, N6 1.451, H7 1.087, H8 1.109
2 C 0.764 -0.364 0.250  C1 1.560, C3 1.542, H9 1.083, H10 1.102
3 C -0.704 -0.331 -0.224  C2 1.542, C4 1.539, C5 1.538, H11 1.089
4 C -1.479 -1.171 0.806  C3 1.539, H12 1.091, H13 1.092, H14 1.093
5 C -0.914 -0.863 -1.652  C3 1.538, H15 1.088, H16 1.103, H17 1.086
6 N 2.908 0.805 -0.354  C1 1.451, H18 1.023, H19 1.018
7 H 1.138 1.161 -1.354  C1 1.087
8 H 1.225 1.796 0.254  C1 1.109
9 H 0.932 -0.425 1.318  C2 1.083
10 H 1.316 -1.215 -0.181  C2 1.102
11 H -1.003 0.712 -0.321  C3 1.089
12 H -2.379 -0.693 1.197  C4 1.091
13 H -1.792 -2.157 0.457  C4 1.092
14 H -0.948 -1.489 1.707  C4 1.093
15 H -0.854 -0.083 -2.408  C5 1.088
16 H -0.145 -1.616 -1.892  C5 1.103
17 H -1.832 -1.439 -1.730  C5 1.086
18 H 3.245 0.001 0.180  N6 1.023
19 H 3.309 0.958 -1.278  N6 1.018
20 H -0.939 2.197 2.439  O22 0.974
21 H -1.863 1.217 1.525  O22 0.982
22 O -1.446 2.102 1.613  H20 0.974, H21 0.982

The charge is +1. The frontier orbital gap (alpha / beta) comes out at 11.2 / 6.0 eV. The expectation value of S² is 0.75. The relative energy (zero: lowest compared OMol25 entry of this formula, charge and spin) is 32.4 kcal/mol. The multiplicity is 2.